Record 1
Entry from OMol25: C20H16ClLiN4O5 as an isolated structure at a distorted geometry (ωB97M-V/def2-TZVPD).

Values from the calculation:
HOMO level	0.0203	Eh
energy relative to the best compared isomer or geometry (same formula, charge and spin)	0.00	kJ/mol
LUMO energy	3.64	eV
gap between HOMO and LUMO	3.09	eV

ORCA input file:
```
! RIJCOSX wB97M-V def2-TZVPD def2/J DEFGRID3
* xyz -2 1
O 1.710 -2.595 5.827
Cl -2.253 4.510 0.770
C 1.902 1.786 -1.994
O -0.199 0.020 0.445
H 1.113 3.858 0.352
H 1.604 -0.217 -2.600
H 3.857 1.404 -2.819
O 1.886 -4.695 5.244
C -3.727 0.800 -0.911
H 0.746 -4.688 0.679
C 1.199 0.782 -2.851
C -1.593 2.914 1.105
C 0.374 -0.106 1.546
C -4.461 -1.109 -2.136
H -3.885 1.586 -0.183
C -2.299 -0.124 -2.417
H -5.209 -1.858 -2.370
C 3.902 2.864 -1.251
C -4.712 -0.142 -1.172
N 1.636 -3.498 4.971
C -0.906 -0.209 -2.966
H 3.579 4.271 0.342
H 0.240 -2.334 0.040
H 4.973 3.007 -1.294
C 0.999 -1.850 3.287
H -2.970 -1.813 -3.532
H 1.078 -1.050 4.009
O 0.759 0.784 2.307
H -5.638 -0.129 -0.617
H 1.402 -5.204 3.026
C 1.764 3.333 -0.328
N -0.200 0.830 -2.616
C 0.638 -1.561 1.984
H -0.729 3.053 1.744
C -3.240 -1.092 -2.774
N 1.173 2.473 -1.132
C 0.535 -2.587 1.047
O -0.577 -1.210 -3.640
C 1.175 -4.195 2.709
H 1.461 0.962 -3.913
C 3.282 1.970 -2.098
C 3.128 3.567 -0.341
H -2.366 2.365 1.634
N -2.560 0.813 -1.516
C 1.264 -3.171 3.659
C 0.812 -3.896 1.414
Li -0.670 1.382 -0.672
*
```

These are the Löwdin partial charges, in e, on atoms 1 to 8:
1 O 0.04
2 Cl 0.20
3 C -0.27
4 O -0.10
5 H 0.10
6 H 0.13
7 H 0.10
8 O 0.01

Record 2
Entry from OMol25: a 4-piece molecular cluster, C34H64ClN5O4 overall (ωB97M-V/def2-TZVPD).

Values from the calculation:
⟨S²⟩	3.7625
HOMO level (alpha / beta)	-0.3464 / -0.3911	Eh
LUMO energy (alpha / beta)	-4.05 / -4.05	eV
gap between HOMO and LUMO (alpha / beta)	5.38 / 6.60	eV

ORCA input file:
```
! RIJCOSX wB97M-V def2-TZVPD def2/J DEFGRID3
* xyz 1 4
H -1.243 8.094 3.644
H 0.346 5.759 -0.583
H -4.744 -2.516 -4.008
C -2.185 -4.791 -3.443
H -4.497 -4.115 -4.717
C -4.631 -5.123 -1.768
H 2.991 -2.941 1.305
H -0.673 8.099 -0.267
H 1.613 6.298 0.532
C -3.059 -3.574 -3.130
C -2.978 -6.094 -3.485
C -0.055 -0.128 1.243
H 0.249 5.506 3.016
C 7.297 0.039 -0.399
O 2.146 -0.743 0.749
H 9.148 -2.240 -1.137
H -2.332 5.234 3.624
H -5.729 -5.066 -3.685
H 0.895 7.139 2.930
H 3.738 -1.065 -0.739
C 7.631 -0.658 -2.725
H 1.338 1.548 1.113
O -3.116 -3.638 -0.803
H -3.394 -2.819 -5.104
H -3.410 8.042 0.562
H -4.404 -7.190 -2.281
H -1.955 -1.258 1.094
N 5.555 -0.852 -1.672
H 7.654 1.283 1.791
H 1.865 -2.012 3.269
C 0.403 1.209 0.672
C -3.992 -3.250 -4.301
H 4.471 -0.190 1.429
H -3.653 -6.107 -4.345
H -0.874 8.759 1.356
H 0.751 -3.364 3.432
C -5.071 -5.289 -0.316
C -1.444 -0.407 0.659
H 8.728 -2.170 -3.721
C 0.877 -2.380 2.973
N -3.809 -3.867 -1.860
C 8.484 -2.868 -1.733
Cl 7.196 -3.441 -0.632
H -0.831 6.798 4.737
H -5.742 -6.147 -0.255
C -3.293 7.889 1.635
H 0.820 0.450 3.119
O 6.941 0.642 1.898
N 0.941 -1.181 0.841
N -1.721 5.994 1.077
C -2.438 6.300 3.401
C -1.121 7.009 3.706
H -5.607 -4.405 0.030
C -0.410 -3.297 1.008
C 4.766 -0.745 -0.619
H -2.070 0.468 0.833
H 0.533 1.150 -0.410
H -6.539 -5.890 -2.373
H -6.456 -4.126 -2.380
H 2.056 -3.440 -0.114
H -3.868 4.516 1.879
H -4.915 5.898 2.230
H -2.290 -6.929 -3.630
H -4.228 -5.458 0.347
C 0.642 5.804 0.466
H -3.239 6.683 4.038
H -4.260 8.064 2.108
H 8.344 0.311 -0.398
H -1.380 -0.567 -0.419
N 6.797 -0.457 -1.520
C -2.868 6.449 1.939
C 7.949 -2.133 -2.954
H -1.460 -2.501 -2.112
H -0.073 -1.269 4.548
C -3.757 -6.314 -2.189
H -1.189 -1.837 3.333
H 8.537 -0.062 -2.614
H -4.335 5.617 0.581
H -0.546 -3.239 -0.072
C 5.180 -0.241 0.613
H -2.815 -1.485 -2.610
H -0.307 -4.349 1.275
C -0.309 8.051 0.760
H 0.740 4.787 0.836
O -1.678 4.719 0.930
H -1.409 -4.868 -2.675
C -4.066 5.556 1.637
C -0.089 -0.055 2.777
C 6.479 0.174 0.730
H -1.678 -4.617 -4.396
H -1.675 -2.094 -3.821
H 9.046 -3.746 -2.036
C 2.047 -3.368 0.975
H -2.617 8.644 2.021
C -0.007 6.542 2.771
H 0.729 8.384 0.769
C -5.904 -5.037 -2.615
H -0.363 1.957 0.881
H -0.930 0.582 3.061
C -0.365 6.612 1.280
H 7.047 -0.248 -3.547
H -1.323 -2.950 1.476
C 0.849 -2.553 1.451
C -2.197 -2.337 -2.894
H 1.966 -4.376 1.383
H 7.077 -2.644 -3.363
H -3.050 -6.525 -1.381
C -0.192 -1.411 3.472
*
```

These are the Löwdin partial charges, in e, on atoms 1 to 8:
1 H 0.11
2 H 0.09
3 H 0.10
4 C -0.13
5 H 0.06
6 C -0.49
7 H 0.07
8 H 0.10

The records above give, respectively, molar mass values of 434.76 642.37 g mol⁻¹.
The records above give, respectively, E_tot values of -49924.5097 -64448.3770 eV.